# 1
Density functional theory data (wB97M-V/def2-TZVPD) for a cluster of 3 separate species, C4H13NO2 in total in a non-equilibrium geometry.

**SMILES string**: C=NCCC.O.O
**Energy above the lowest of the compared OMol25 structures with the same formula, charge and spin**: 3.026 eV
**HOMO**: -9.45 eV

```
! RIJCOSX wB97M-V def2-TZVPD def2/J DEFGRID3
* xyz 0 1
C 1.224 2.250 1.463
N 1.420 1.342 0.468
C 0.129 0.540 0.263
C 0.379 -0.951 0.146
C -0.888 -1.789 0.123
H 0.301 2.857 1.590
H 1.968 2.354 2.315
H -0.477 0.947 -0.603
H -0.397 0.673 1.178
H 0.999 -1.180 1.055
H 0.864 -1.147 -0.846
H -0.746 -2.930 0.147
H -1.387 -1.402 -0.838
H -1.525 -1.558 1.034
O 4.160 -0.299 -1.125
H 3.742 -0.102 -0.275
H 3.458 -0.159 -1.694
O -4.078 0.284 -1.722
H -5.016 0.477 -1.867
H -4.130 -0.207 -0.813
*
```


# 2
Density functional theory data (wB97M-V/def2-TZVPD) for the molecule C24H19ClFN3O2.

**SMILES string**: O=C(Nc1ccn(Cc2ccccc2F)n1)c1ccc(COc2ccccc2Cl)cc1
**HOMO**: -8.74 eV

```
! RIJCOSX wB97M-V def2-TZVPD def2/J DEFGRID3
* xyz 0 1
O -6.089 -0.880 0.133
C -4.980 -0.426 -0.032
N -4.751 0.886 -0.314
C -3.496 1.396 -0.658
C -2.679 0.974 -1.724
C -1.554 1.754 -1.619
N -1.737 2.572 -0.565
C -0.785 3.502 -0.023
C 0.437 2.788 0.503
C 0.324 1.597 1.209
C 1.447 0.941 1.677
C 2.709 1.462 1.446
C 2.848 2.648 0.748
C 1.713 3.289 0.288
F 1.857 4.448 -0.394
N -2.907 2.362 0.032
C -3.701 -1.198 0.093
C -2.854 -0.888 1.152
C -1.610 -1.479 1.237
C -1.186 -2.369 0.259
C 0.248 -2.825 0.255
O 0.956 -1.798 -0.426
C 2.306 -1.759 -0.377
C 3.126 -2.698 0.239
C 4.502 -2.536 0.237
C 5.084 -1.446 -0.380
C 4.284 -0.506 -1.012
C 2.914 -0.665 -1.009
Cl 1.903 0.489 -1.792
C -2.056 -2.722 -0.762
C -3.316 -2.152 -0.837
H -5.530 1.526 -0.245
H -2.892 0.216 -2.447
H -0.660 1.784 -2.206
H -0.492 4.226 -0.790
H -1.292 4.034 0.789
H -0.659 1.185 1.380
H 1.342 0.016 2.222
H 3.586 0.944 1.803
H 3.816 3.077 0.548
H -3.169 -0.169 1.895
H -0.949 -1.230 2.055
H 0.369 -3.780 -0.274
H 0.621 -2.930 1.281
H 2.695 -3.563 0.718
H 5.119 -3.276 0.724
H 6.155 -1.324 -0.379
H 4.716 0.348 -1.508
H -1.740 -3.428 -1.516
H -3.990 -2.418 -1.638
*
```


# 3
Density functional theory data (wB97M-V/def2-TZVPD) for a cluster of 2 separate species, C6H12O in total.

**SMILES string**: CC(=O)C1CCC1.[H][H]
**Energy above the lowest of the compared OMol25 structures with the same formula, charge and spin**: 1.877 eV
**HOMO**: -9.53 eV

```
! RIJCOSX wB97M-V def2-TZVPD def2/J DEFGRID3
* xyz 0 1
C -0.293 2.260 -0.515
C 0.394 1.007 -0.005
O 1.597 0.940 0.148
C -0.532 -0.164 0.186
C 0.078 -1.459 0.754
C 0.416 -1.902 -0.687
C -0.576 -0.843 -1.222
H -0.479 2.922 0.339
H -1.262 2.033 -0.974
H 0.349 2.782 -1.229
H -1.493 0.168 0.596
H 0.905 -1.353 1.463
H -0.705 -2.088 1.193
H 0.223 -2.943 -0.961
H 1.447 -1.647 -0.946
H -1.565 -1.237 -1.464
H -0.233 -0.228 -2.063
H 1.117 0.900 2.420
H 0.615 0.850 2.967
*
```


# 4
Density functional theory data (wB97M-V/def2-TZVPD) for a cluster of 3 separate species, C3H14N2O2 in total in a non-equilibrium geometry.

**Expectation value of S²**: 0.7545
**Energy above the lowest of the compared OMol25 structures with the same formula, charge and spin**: 0.787 eV
**HOMO (spin up / spin down)**: -13.72 / -13.70 eV

```
! RIJCOSX wB97M-V def2-TZVPD def2/J DEFGRID3
* xyz 1 2
N 0.346 -1.059 2.373
C -0.691 -0.951 1.406
C -0.541 0.462 0.700
C -1.235 0.365 -0.682
N -0.878 1.595 -1.352
H 1.189 -1.536 2.032
H 0.098 -1.405 3.302
H -0.588 -1.774 0.685
H -1.636 -1.121 1.916
H 0.470 0.847 0.616
H -1.131 1.064 1.375
H -0.877 -0.534 -1.189
H -2.307 0.196 -0.515
H -0.915 2.400 -0.744
H -1.331 1.810 -2.227
H 2.532 1.595 -1.949
H 1.150 1.002 -1.800
O 2.026 0.804 -2.172
H 0.691 -1.321 -0.434
H 2.027 -0.821 -0.854
O 1.604 -1.618 -0.489
*
```


# 5
Density functional theory data (wB97M-V/def2-TZVPD) for a structure of composition C27H31NO4P2SZr in a non-equilibrium geometry.

**Energy above the lowest of the compared OMol25 structures with the same formula, charge and spin**: 0.000 eV
**HOMO**: -13.15 eV

```
! RIJCOSX wB97M-V def2-TZVPD def2/J DEFGRID3
* xyz 2 1
C 0.482 -4.601 -1.623
C 0.552 -3.216 -1.762
C -0.655 -2.485 -1.624
C -1.837 -3.114 -1.225
C -1.871 -4.500 -1.045
C -0.713 -5.240 -1.271
C -2.936 -2.175 -0.832
C -3.074 -1.034 -1.794
C -1.861 -0.466 -2.198
C -1.823 0.760 -2.909
C -3.043 1.341 -3.247
C -4.261 0.762 -2.868
C -4.283 -0.415 -2.125
H 1.399 -5.178 -1.766
H -2.802 -4.981 -0.741
H -0.723 -6.324 -1.162
H -3.887 -2.705 -0.706
H -3.028 2.282 -3.802
H -5.193 1.250 -3.152
H -5.225 -0.868 -1.807
N -0.671 -1.088 -1.775
Zr 0.127 -0.062 0.026
C 1.863 -2.497 -1.992
H 1.827 -1.872 -2.898
H 2.677 -3.228 -2.096
C -0.500 1.413 -3.243
H 0.125 0.750 -3.865
H -0.678 2.348 -3.791
P 2.350 -1.376 -0.596
P 0.529 1.864 -1.775
C -0.173 3.475 -1.311
H 0.450 3.925 -0.525
H -0.187 4.133 -2.191
H -1.192 3.345 -0.922
C 2.092 2.319 -2.576
H 1.933 3.213 -3.199
H 2.849 2.538 -1.814
H 2.448 1.494 -3.207
C 2.789 -2.582 0.697
H 3.398 -3.394 0.276
H 3.356 -2.065 1.483
H 1.878 -3.003 1.143
C 3.965 -0.774 -1.157
H 4.356 -0.050 -0.433
H 4.670 -1.615 -1.243
H 3.871 -0.280 -2.134
C 1.914 1.180 0.544
O 2.826 1.832 0.890
H -2.598 -1.701 0.156
C 1.548 3.475 5.977
C 0.663 2.625 5.121
C -0.156 3.230 4.164
C -0.975 2.466 3.343
C -0.939 1.073 3.467
C -0.154 0.450 4.444
C 0.641 1.235 5.263
S -1.671 0.083 2.209
O -2.950 -0.475 2.518
O -1.618 0.968 0.961
O -0.567 -0.946 1.900
H 2.264 4.029 5.360
H 0.963 4.210 6.540
H 2.105 2.854 6.683
H -0.150 4.316 4.061
H -1.621 2.939 2.606
H -0.166 -0.636 4.547
H 1.268 0.769 6.027
*
```


# 6
Density functional theory data (wB97M-V/def2-TZVPD) for a structure of composition Cl2K.

**Energy above the lowest of the compared OMol25 structures with the same formula, charge and spin**: 0.000 eV
**HOMO**: -4.75 eV

```
! RIJCOSX wB97M-V def2-TZVPD def2/J DEFGRID3
* xyz -1 1
K -0.023 0.747 0.910
Cl -1.084 -1.999 0.894
Cl 1.107 1.252 -1.804
*
```


# 7
Density functional theory data (wB97M-V/def2-TZVPD) for a structure of composition C36H80B3F12HgN4 in a non-equilibrium geometry.

**Energy above the lowest of the compared OMol25 structures with the same formula, charge and spin**: 0.000 eV
**HOMO**: -17.13 eV

```
! RIJCOSX wB97M-V def2-TZVPD def2/J DEFGRID3
* xyz 3 1
Hg 0.666 0.103 5.112
C 1.659 5.511 2.989
C 0.564 4.451 2.740
C -0.688 5.028 2.090
N -1.665 3.983 1.445
C -2.738 4.833 0.730
C -3.883 4.002 0.181
C -4.463 3.045 1.196
C -3.468 2.279 2.050
C -2.326 3.185 2.540
C -1.019 3.067 0.452
H 1.393 6.443 3.489
H 2.025 5.888 2.031
H 2.446 5.004 3.544
H 0.280 3.898 3.634
H 1.103 3.797 2.053
H -0.424 5.683 1.252
H -1.281 5.759 2.640
H -3.082 5.613 1.412
H -2.200 5.424 -0.013
H -4.577 4.781 -0.136
H -3.465 3.552 -0.723
H -5.076 3.614 1.905
H -5.211 2.338 0.835
H -3.855 1.689 2.881
H -3.030 1.483 1.438
H -2.670 3.929 3.259
H -1.475 2.646 2.948
H -0.150 2.579 0.883
H -0.664 3.708 -0.361
H -1.698 2.409 -0.079
C 0.657 -1.551 -2.550
C -0.100 -2.703 -3.186
C -0.023 -2.967 -4.685
N -1.082 -3.856 -5.292
C -0.681 -4.202 -6.738
C -0.636 -3.014 -7.662
C -2.037 -2.408 -7.688
C -2.609 -2.081 -6.301
C -2.494 -3.268 -5.352
C -1.222 -5.186 -4.605
H 0.421 -0.574 -2.971
H 1.697 -1.857 -2.706
H 0.597 -1.453 -1.466
H -1.146 -2.547 -2.883
H 0.077 -3.643 -2.656
H 0.959 -3.308 -5.008
H -0.231 -2.053 -5.243
H 0.324 -4.620 -6.645
H -1.294 -5.032 -7.083
H 0.147 -2.291 -7.441
H -0.505 -3.371 -8.684
H -2.021 -1.444 -8.203
H -2.766 -2.980 -8.265
H -2.082 -1.249 -5.828
H -3.638 -1.808 -6.529
H -2.913 -3.083 -4.366
H -3.033 -4.092 -5.822
H -1.963 -5.790 -5.125
H -1.587 -5.069 -3.587
H -0.290 -5.746 -4.667
C -0.889 -5.999 -0.687
C -1.668 -4.714 -0.539
C -2.282 -4.672 0.844
N -3.180 -3.489 1.207
C -4.386 -3.486 0.269
C -5.552 -2.633 0.777
C -5.925 -2.815 2.247
C -4.653 -2.894 3.159
C -3.541 -3.768 2.652
C -2.505 -2.153 1.000
H -0.148 -6.174 0.098
H -0.167 -5.992 -1.507
H -1.647 -6.779 -0.744
H -2.356 -4.628 -1.386
H -1.036 -3.830 -0.668
H -1.434 -4.606 1.531
H -2.764 -5.613 1.105
H -4.725 -4.524 0.258
H -4.083 -3.163 -0.723
H -6.392 -3.092 0.251
H -5.372 -1.616 0.430
H -6.453 -3.765 2.331
H -6.533 -1.970 2.559
H -5.036 -3.238 4.118
H -4.185 -1.912 3.249
H -3.634 -4.835 2.853
H -2.592 -3.535 3.142
H -1.670 -2.003 1.685
H -3.185 -1.317 1.142
H -2.056 -2.055 0.012
C 7.967 6.223 -1.028
C 7.022 5.047 -1.092
C 6.353 4.705 0.203
N 5.542 3.400 0.230
C 6.391 2.175 -0.126
C 5.646 0.822 0.013
C 4.973 0.628 1.367
C 4.277 1.866 1.864
C 5.070 3.191 1.677
C 4.331 3.497 -0.651
H 8.438 6.507 -1.965
H 8.743 6.061 -0.275
H 7.535 7.138 -0.613
H 7.598 4.211 -1.490
H 6.120 5.194 -1.698
H 5.629 5.409 0.612
H 7.151 4.555 0.936
H 7.308 2.231 0.459
H 6.631 2.271 -1.184
H 6.234 -0.086 -0.123
H 4.991 0.822 -0.863
H 5.633 0.173 2.103
H 4.200 -0.108 1.135
H 4.041 1.775 2.924
H 3.332 2.052 1.355
H 6.022 3.115 2.205
H 4.583 4.074 2.088
H 3.594 2.730 -0.444
H 4.708 3.378 -1.667
H 3.974 4.515 -0.506
B -2.178 -0.894 5.060
F -2.835 -1.860 5.792
F -1.394 -1.398 4.026
F -3.067 0.049 4.531
F -1.361 -0.193 6.002
B 1.206 -0.009 2.192
F 1.789 0.244 0.971
F 1.079 -1.381 2.378
F 1.894 0.504 3.304
F -0.101 0.579 2.274
B 1.903 -1.702 6.514
F 1.476 -1.968 5.200
F 2.901 -0.736 6.228
F 0.761 -1.180 7.098
F 2.386 -2.833 7.136
*
```


# 8
Density functional theory data (wB97M-V/def2-TZVPD) for the molecule C4H9N3S in a non-equilibrium geometry.

**SMILES string**: NNC(=S)C1CNC1
**Energy above the lowest of the compared OMol25 structures with the same formula, charge and spin**: 1.920 eV
**HOMO**: -8.31 eV

```
! RIJCOSX wB97M-V def2-TZVPD def2/J DEFGRID3
* xyz 0 1
N -1.213 -2.180 0.257
N -0.669 -1.014 -0.270
C 0.030 -0.189 0.546
S 0.313 -0.515 2.190
C 0.545 1.051 -0.147
C -0.514 1.792 -1.034
N 0.004 0.973 -2.143
C 1.290 0.745 -1.492
H -0.492 -2.825 0.603
H -1.697 -1.948 1.143
H -0.887 -0.869 -1.241
H 1.098 1.693 0.602
H -0.242 2.864 -1.105
H -1.580 1.673 -0.763
H 0.037 1.453 -3.050
H 1.765 -0.214 -1.658
H 2.027 1.566 -1.725
*
```